Entry 1:
Molecular formula: C16H50N4O7
Method: DFT, ωB97M-V/def2-TZVPD

Last column: Löwdin charge in e.
Geometry (Å):
O (-0.79394, -0.64044, 0.80846)  -0.010
H (-1.54020, -0.78313, 1.37651)  0.042
H (-0.36291, -1.45054, 0.73012)  -0.007
O (0.60116, 2.06097, 1.55393)  -0.068
H (0.38024, 1.15196, 1.31098)  -0.003
H (1.42165, 1.96024, 2.05667)  0.015
O (-0.47718, -0.09589, -1.86792)  -0.042
H (-1.34395, -0.03477, -2.23695)  0.004
H (-0.61618, -0.27972, -0.94732)  -0.034
C (-3.94999, -1.39413, -1.45659)  -0.046
C (-3.94604, -2.04034, -0.07394)  -0.411
C (-4.42490, -1.09332, 1.00736)  -0.253
O (-3.60999, 0.00805, 1.22188)  -0.218
C (-4.15782, 0.84904, 2.20310)  -0.092
N (-4.66160, -3.37335, -0.10305)  0.041
H (-4.95212, -1.33167, -1.84363)  0.069
H (-3.41474, -1.89907, -2.24308)  0.068
H (-3.60203, -0.34621, -1.33255)  0.085
H (-2.92046, -2.22207, 0.20017)  0.092
H (-4.42666, -1.62013, 1.97978)  0.125
H (-5.49799, -0.77212, 0.82436)  0.147
H (-3.31106, 1.28680, 2.67961)  0.076
H (-4.74997, 0.27357, 2.95619)  0.103
H (-4.65188, 1.71708, 1.64583)  0.110
H (-4.50087, -3.98755, 0.69772)  0.068
H (-5.66536, -3.31016, -0.31850)  0.075
C (3.33252, -2.38544, -1.62032)  -0.063
C (2.28048, -2.60536, -0.53981)  -0.419
C (1.04362, -3.19498, -1.16109)  -0.216
O (-0.08249, -3.20037, -0.23795)  -0.231
C (-1.13317, -4.03452, -0.80603)  -0.070
N (2.70329, -3.59400, 0.52528)  0.069
H (3.76459, -3.29366, -2.09662)  0.094
H (4.22659, -1.92561, -1.20897)  0.034
H (2.92108, -1.67430, -2.38320)  0.098
H (1.97905, -1.59406, -0.14215)  0.133
H (1.23235, -4.24711, -1.35887)  0.117
H (0.77518, -2.62169, -2.13538)  0.149
H (-1.95528, -4.05525, -0.12992)  0.050
H (-0.74655, -5.06088, -0.82069)  0.092
H (-1.47159, -3.68442, -1.80630)  0.105
H (1.95411, -3.66323, 1.17120)  0.046
H (3.52218, -3.25458, 0.99956)  0.047
C (4.28048, 0.79969, -0.16668)  -0.064
C (4.30848, 0.19897, 1.21871)  -0.420
C (5.70138, -0.42407, 1.44761)  -0.149
O (5.81209, -1.60568, 0.53031)  -0.239
C (7.06701, -2.25350, 0.79025)  -0.097
N (4.09825, 1.27759, 2.25387)  0.058
H (4.89737, 0.20421, -0.85933)  0.079
H (4.58777, 1.81863, -0.11836)  0.061
H (3.26546, 0.88778, -0.65181)  0.100
H (3.56408, -0.56240, 1.35844)  0.113
H (5.74432, -0.87536, 2.43669)  0.117
H (6.35608, 0.42163, 1.11736)  0.142
H (7.16962, -3.19402, 0.24441)  0.090
H (7.12802, -2.42351, 1.87008)  0.085
H (7.81954, -1.63771, 0.38692)  0.067
H (4.35486, 0.85056, 3.08860)  0.037
H (4.59078, 2.10599, 1.94714)  0.071
C (-1.51381, 5.13365, 0.72526)  -0.075
C (-1.68901, 4.24875, -0.52976)  -0.382
C (-2.54926, 5.09553, -1.56702)  -0.235
O (-3.92164, 5.19742, -1.32872)  -0.188
C (-4.57454, 3.94515, -1.41204)  -0.121
N (-0.30984, 4.15772, -1.17148)  0.033
H (-2.48019, 5.38259, 1.15899)  0.068
H (-0.87650, 6.00683, 0.34534)  0.104
H (-0.95998, 4.56964, 1.47032)  0.052
H (-2.16743, 3.22861, -0.32028)  0.134
H (-2.38480, 4.62088, -2.56045)  0.114
H (-2.13284, 6.09042, -1.68353)  0.120
H (-5.63033, 4.17971, -1.57396)  0.082
H (-4.34259, 3.38227, -0.43241)  0.094
H (-4.35036, 3.30052, -2.29390)  0.093
H (0.25403, 3.51702, -0.67297)  0.026
H (-0.28766, 3.81086, -2.12553)  0.059

The value obtained for the gap between HOMO and LUMO is 0.344 Ha. Its relative energy (zero: lowest compared OMol25 entry of this formula, charge and spin) is 39.9 kcal/mol.



Entry 2:
Molecular formula: C16H52N8O10
Method: DFT, ωB97M-V/def2-TZVPD

Last column: Löwdin charge in e.
Geometry (Å):
C (-3.14961, -2.29045, 25.05095)  -0.067
C (-4.46584, -2.06809, 24.43381)  -0.310
O (-4.31702, -1.74280, 23.06510)  -0.064
H (-3.21924, -2.68902, 26.01489)  0.063
H (-2.55897, -1.39205, 25.22808)  0.066
H (-2.54008, -2.94881, 24.45101)  0.087
H (-5.05206, -1.32997, 24.87217)  0.096
H (-4.93284, -2.96581, 24.36029)  0.088
H (-5.13523, -1.91867, 22.66245)  0.049
C (-6.79530, 6.07359, 21.81255)  -0.084
C (-6.03276, 6.33632, 23.10822)  -0.293
O (-5.62935, 5.07105, 23.53111)  -0.083
H (-7.49991, 5.17598, 21.81701)  0.086
H (-6.04612, 6.09956, 20.99641)  0.069
H (-7.47334, 6.82122, 21.46596)  0.050
H (-6.75301, 6.79915, 23.83843)  0.130
H (-5.15397, 6.96931, 23.06361)  0.093
H (-5.00679, 4.86511, 22.88211)  -0.012
C (-7.49135, 2.50692, 25.00383)  -0.059
C (-8.28484, 3.15466, 23.80050)  -0.326
O (-9.33095, 2.30609, 23.41769)  -0.078
H (-6.92433, 3.18965, 25.67937)  0.081
H (-6.93263, 1.72510, 24.53614)  0.036
H (-8.24821, 2.08007, 25.64994)  0.064
H (-7.61154, 3.47081, 22.96479)  0.079
H (-8.65687, 4.09515, 24.18619)  0.099
H (-9.94830, 2.78612, 22.85693)  0.084
C (-4.02818, 2.53563, 25.09271)  -0.035
C (-3.78558, 1.21679, 24.32075)  -0.220
O (-2.66470, 1.38320, 23.39477)  -0.123
H (-4.91468, 2.47932, 25.62339)  0.028
H (-4.02928, 3.34263, 24.45744)  0.013
H (-3.16449, 2.68243, 25.78097)  0.087
H (-4.61114, 0.85500, 23.72997)  0.066
H (-3.57574, 0.42414, 25.05339)  0.096
H (-1.87778, 1.01812, 23.76069)  0.011
C (-0.31338, 2.94853, 24.63685)  -0.096
C (0.57515, 1.78434, 24.29330)  -0.232
O (-0.17301, 0.64791, 23.76202)  -0.127
H (0.29436, 3.78629, 25.05885)  0.106
H (-0.97564, 2.74087, 25.41952)  0.038
H (-1.02958, 3.21819, 23.83270)  0.071
H (0.95838, 1.40296, 25.22355)  0.112
H (1.34458, 2.28343, 23.68326)  0.129
H (0.40650, -0.12298, 23.64015)  0.112
C (-2.03658, 6.18264, 24.52094)  -0.100
C (-2.20512, 7.66280, 24.68587)  -0.326
O (-3.53670, 8.07864, 24.94846)  -0.077
H (-2.96266, 5.74139, 24.25074)  0.044
H (-1.75561, 5.66674, 25.40864)  0.057
H (-1.20058, 5.98426, 23.84400)  0.078
H (-1.88254, 8.10400, 23.71043)  0.119
H (-1.44612, 8.00610, 25.43083)  0.120
H (-3.81082, 8.50366, 24.10934)  0.089
C (-2.86937, 0.77745, 19.16587)  -0.546
O (-3.09392, 1.72795, 18.11246)  -0.112
N (-2.60225, -0.55321, 19.00766)  0.094
N (-3.14013, 1.03234, 20.38663)  0.131
H (-2.66516, -0.87532, 18.02549)  0.144
H (-2.72615, -1.34803, 19.63446)  0.135
H (-3.45435, 1.99646, 20.60903)  0.101
H (-3.10786, 0.45079, 21.22627)  0.126
C (0.52020, -0.85386, 20.38538)  -0.650
O (1.84965, -0.80829, 20.68691)  -0.125
N (-0.41915, -0.33385, 21.13966)  0.156
N (0.00971, -1.46186, 19.33214)  0.106
H (-0.17990, 0.17689, 22.01883)  0.086
H (-1.30517, 0.00647, 20.76193)  0.057
H (0.80554, -1.92206, 18.76077)  0.158
H (-0.94873, -1.08760, 18.98413)  0.078
C (-6.57387, 0.30592, 20.84772)  -0.605
O (-6.17418, 0.85772, 22.05095)  -0.128
N (-5.77226, 0.30476, 19.78291)  0.163
N (-7.68835, -0.28913, 20.72053)  0.181
H (-4.78102, 0.60016, 19.99647)  0.057
H (-5.94319, -0.31993, 18.95984)  0.140
H (-8.30747, -0.38610, 21.50410)  0.127
H (-8.01802, -0.60212, 19.79431)  0.141
C (-3.93033, 4.22848, 21.06962)  -0.672
O (-3.73689, 5.15809, 20.07184)  -0.097
N (-4.83718, 3.33174, 21.07639)  0.144
N (-3.07401, 3.91424, 22.01996)  0.159
H (-5.47324, 3.40611, 20.26207)  0.157
H (-5.19637, 2.62663, 21.72704)  0.097
H (-2.21457, 4.46142, 22.04523)  0.118
H (-3.13949, 3.01038, 22.57785)  0.097

The value obtained for the gap between HOMO and LUMO is 0.330 Ha. Its relative energy (zero: lowest compared OMol25 entry of this formula, charge and spin) is 198.9 kcal/mol.



Entry 3:
Molecular formula: C16H52O10
Method: DFT, ωB97M-V/def2-TZVPD

Last column: Löwdin charge in e.
Geometry (Å):
C (-3.95105, -1.15064, -0.94667)  -0.062
C (-3.54538, -2.40868, -0.16087)  -0.310
O (-3.28764, -1.95876, 1.13396)  -0.096
H (-3.06473, -0.51671, -0.97289)  0.059
H (-4.70072, -0.56620, -0.41327)  0.075
H (-4.28338, -1.33048, -1.96907)  0.070
H (-2.65953, -2.89915, -0.56434)  0.102
H (-4.35538, -3.13258, -0.07157)  0.113
H (-3.21418, -2.74720, 1.67669)  0.090
C (4.44562, 2.75932, 0.20972)  -0.066
C (3.15916, 2.64964, 1.03505)  -0.300
O (3.19272, 1.53796, 1.90437)  -0.084
H (5.39206, 2.84704, 0.74326)  0.085
H (4.47999, 3.63684, -0.43596)  0.073
H (4.45189, 2.01314, -0.58480)  0.051
H (2.28528, 2.49063, 0.40325)  0.096
H (2.94994, 3.57765, 1.56714)  0.098
H (2.31835, 1.47103, 2.29501)  0.042
C (-3.19628, 2.08917, 1.66020)  -0.083
C (-4.26724, 3.08097, 2.03816)  -0.340
O (-5.10254, 3.23891, 0.93588)  -0.068
H (-3.58167, 1.16591, 1.22760)  0.066
H (-2.43848, 1.81619, 2.39458)  0.052
H (-2.62419, 2.56756, 0.86524)  0.075
H (-3.92454, 4.06731, 2.35085)  0.116
H (-4.79751, 2.55657, 2.83310)  0.106
H (-5.74818, 3.92552, 1.11842)  0.085
C (0.95297, 3.56368, 4.06333)  -0.070
C (-0.14190, 2.57319, 3.73418)  -0.323
O (0.44495, 1.54474, 2.96189)  -0.091
H (1.20283, 4.02831, 3.10951)  0.070
H (1.76466, 2.96640, 4.47869)  0.084
H (0.63038, 4.26017, 4.83724)  0.078
H (-0.98741, 3.05275, 3.24101)  0.090
H (-0.60369, 2.21815, 4.65548)  0.114
H (0.01727, 0.68539, 2.97679)  0.041
C (-2.22965, -1.28076, -4.74602)  -0.055
C (-1.69955, -2.46905, -3.94363)  -0.344
O (-0.48285, -2.09370, -3.43194)  -0.083
H (-1.49794, -1.03039, -5.51414)  0.088
H (-2.56685, -0.52558, -4.03601)  0.071
H (-3.11785, -1.65188, -5.25735)  0.073
H (-1.44809, -3.32502, -4.56988)  0.112
H (-2.36306, -2.91341, -3.20175)  0.105
H (-0.20545, -2.89841, -2.98800)  0.064
C (0.93108, -3.53223, 0.94309)  -0.073
C (1.43483, -3.45254, -0.47377)  -0.282
O (0.48162, -4.14320, -1.30265)  -0.103
H (0.69390, -4.56138, 1.21268)  0.080
H (0.07274, -2.87498, 1.08232)  0.046
H (1.67755, -3.13151, 1.62888)  0.084
H (2.41360, -3.92021, -0.58048)  0.107
H (1.50276, -2.44713, -0.88928)  0.098
H (0.88240, -4.84478, -1.82107)  0.086
C (-0.09283, 0.15583, -0.22157)  -0.064
C (0.75023, 0.57260, -1.45026)  -0.271
O (-0.09557, 0.56636, -2.58435)  -0.092
H (-0.86342, 0.86341, 0.08440)  0.066
H (0.52908, 0.00739, 0.66121)  0.060
H (-0.55447, -0.82239, -0.35601)  0.060
H (1.63872, -0.05137, -1.54704)  0.092
H (1.17357, 1.56074, -1.27001)  0.101
H (-0.29373, -0.35337, -2.77516)  0.036
C (5.40836, -2.07150, -1.32543)  -0.083
C (4.84982, -0.67441, -0.97744)  -0.308
O (4.53605, -0.67912, 0.42662)  -0.087
H (4.56956, -2.76229, -1.23986)  0.045
H (6.16144, -2.47093, -0.64614)  0.075
H (5.72601, -2.17258, -2.36320)  0.070
H (3.98537, -0.46854, -1.60866)  0.094
H (5.67030, 0.02512, -1.13739)  0.099
H (4.09911, 0.13012, 0.70193)  0.023
O (-1.59970, 2.94642, -2.17057)  -0.056
H (-0.98945, 2.21231, -2.24062)  -0.023
H (-2.46271, 2.55475, -2.30492)  0.025
O (-0.94317, -1.03399, 2.71652)  -0.040
H (-1.57626, -0.81271, 2.03353)  0.012
H (-1.31798, -1.79942, 3.15228)  0.050

The value obtained for the gap between HOMO and LUMO is 0.368 Ha. Its relative energy (zero: lowest compared OMol25 entry of this formula, charge and spin) is 57.9 kcal/mol.